# 1
Here is a cluster of 2 separate species, C5H6N2O in total in a non-equilibrium geometry from OMol25. Energies are from the ωB97M-V functional and the def2-TZVPD basis.

```
14
Properties=species:S:1:pos:R:3
C 0.66 0.75 0.02
C 1.89 0.17 0.15
C 1.64 -1.27 0.09
C 0.25 -1.43 -0.20
C -2.50 -0.41 0.20
H 1.09 2.44 0.70
H 2.89 0.48 -0.20
H 2.45 -2.08 0.28
H -0.39 -2.33 -0.46
H -2.46 -1.44 0.35
H -3.57 -0.10 -0.04
N -0.34 -0.26 -0.11
N -1.54 0.35 -0.03
O 0.19 1.94 -0.16
```

Output
Kohn-Sham gap	7.46	eV
energy relative to the best compared isomer or geometry (same formula, charge and spin)	5.313	eV
LUMO energy	-0.053	eV
charge	0

# 2
Here is a structure of composition C4H9NO in a non-equilibrium geometry from OMol25. Energies are from the ωB97M-V functional and the def2-TZVPD basis.

```
15
Properties=species:S:1:pos:R:3
C -1.31 -0.89 0.43
N -0.26 -0.02 -0.11
C -0.31 1.49 -0.31
C 0.89 -0.72 -0.71
C 1.48 -0.16 0.55
O 1.92 0.98 0.63
H -2.06 -1.15 -0.33
H -1.80 -0.43 1.29
H -0.89 -1.85 0.79
H -1.36 1.74 -0.32
H 0.19 2.19 0.40
H 0.16 1.75 -1.27
H 1.21 -0.29 -1.66
H 0.78 -1.81 -0.80
H 1.37 -0.83 1.42
```

Output
Kohn-Sham gap	9.23	eV
energy relative to the best compared isomer or geometry (same formula, charge and spin)	3.121	eV
LUMO energy	0.871	eV
charge	0

# 3
Here is the molecule C4H4S in a non-equilibrium geometry from OMol25. Energies are from the ωB97M-V functional and the def2-TZVPD basis.

```
9
Properties=species:S:1:pos:R:3
S 3.26 0.03 -0.07
C 1.67 0.02 0.49
C 0.60 -0.10 -0.45
C -0.81 0.66 -0.18
C -0.75 -0.67 -0.05
H 1.44 0.20 1.51
H 0.75 -0.10 -1.46
H -1.34 1.51 -0.26
H -1.10 -1.69 -0.12
```

Output
Kohn-Sham gap	8.27	eV
energy relative to the best compared isomer or geometry (same formula, charge and spin)	3.677	eV
LUMO energy	-0.256	eV
charge	0

# 4
Here is a cluster of 2 separate species, C7H5F6NS in total in a non-equilibrium geometry from OMol25. Energies are from the ωB97M-V functional and the def2-TZVPD basis.

```
20
Properties=species:S:1:pos:R:3
C 1.57 -0.25 -1.14
C 0.22 -0.73 -1.18
C 1.70 0.53 0.05
C -0.45 -0.18 -0.08
C -1.83 -0.24 0.36
C -2.67 -1.28 -0.32
C -2.63 1.55 -0.48
N 0.46 0.54 0.65
F -2.23 -2.59 -0.12
F -2.70 -1.05 -1.62
F -3.91 -1.38 0.10
F -2.09 1.83 -1.66
F -3.98 1.38 -0.47
F -2.37 2.42 0.48
S -2.15 -0.15 2.18
H 2.39 -0.41 -1.81
H -0.23 -1.37 -2.01
H 2.37 1.10 0.64
H 0.46 0.87 1.61
H -3.45 0.18 2.08
```

Output
Kohn-Sham gap	8.58	eV
energy relative to the best compared isomer or geometry (same formula, charge and spin)	0.000	eV
LUMO energy	0.179	eV
charge	0

# 5
Here is a cluster of 3 separate species, C23H43IN5O9 in total in a non-equilibrium geometry from OMol25. Energies are from the ωB97M-V functional and the def2-TZVPD basis.

```
81
Properties=species:S:1:pos:R:3
C 2.69 -2.22 3.09
C 3.58 -3.01 1.99
O 2.68 -3.66 1.06
C 3.38 -4.52 0.13
C 3.91 -3.79 -1.19
O 2.90 -3.02 -1.90
C 2.88 -1.65 -1.46
N 1.68 -0.89 -1.89
C 1.85 0.30 -2.68
C 3.16 0.99 -3.27
C 4.19 1.53 -2.16
C 3.52 2.03 -0.79
C 4.72 2.38 0.24
N 4.05 2.94 1.47
N 0.55 0.89 -2.94
C -0.31 -0.06 -2.27
N -1.64 0.12 -2.31
C -2.71 -0.72 -1.75
C -2.97 -0.52 -0.18
O -2.44 0.33 0.54
O -3.93 -1.44 0.41
C -3.27 -2.36 1.29
C -2.78 -1.87 2.75
O -3.06 -3.57 1.00
N 0.35 -1.14 -1.61
I -0.21 -2.74 -0.48
H 1.73 -1.79 2.65
H 2.39 -2.89 3.97
H 3.31 -1.36 3.53
H 4.25 -3.74 2.55
H 4.17 -2.18 1.42
H 2.65 -5.33 -0.20
H 4.25 -5.05 0.65
H 4.87 -3.17 -1.00
H 4.23 -4.62 -1.92
H 2.93 -1.54 -0.30
H 3.87 -1.17 -1.83
H 2.93 1.80 -4.04
H 3.72 0.16 -3.85
H 4.85 2.37 -2.60
H 4.93 0.67 -1.92
H 2.87 1.23 -0.30
H 2.88 2.95 -1.06
H 5.45 3.11 -0.26
H 5.23 1.37 0.48
H 3.85 2.16 2.11
H 4.76 3.52 1.94
H -1.95 0.98 -2.80
H -2.57 -1.83 -2.05
H -3.71 -0.42 -2.27
H -1.79 -1.28 2.68
H -3.54 -1.12 3.18
H -2.68 -2.82 3.38
O -1.67 -1.24 5.57
C -2.44 -0.50 6.15
O -1.95 0.50 6.90
C -2.75 1.53 7.50
C -3.37 1.05 8.80
C -3.92 -0.72 6.09
H -3.49 1.90 6.79
H -2.07 2.36 7.71
H -4.03 0.20 8.65
H -3.94 1.85 9.27
H -2.59 0.72 9.49
H -4.19 -1.52 6.79
H -4.19 -1.02 5.08
H -4.51 0.17 6.31
O -2.48 3.03 -3.71
C -2.82 2.86 -4.87
O -1.92 2.44 -5.77
C -2.25 2.07 -7.12
C -2.36 3.29 -8.02
C -4.22 3.19 -5.30
H -3.15 1.44 -7.14
H -1.43 1.44 -7.47
H -3.16 3.96 -7.69
H -2.57 2.99 -9.05
H -1.43 3.86 -7.99
H -4.30 4.27 -5.45
H -4.91 2.87 -4.52
H -4.53 2.68 -6.21
```

Output
Kohn-Sham gap	7.74	eV
LUMO energy	-3.794	eV
charge	+1

# 6
Here is a cluster of 11 separate species, C17H59O20P3 in total in a non-equilibrium geometry from OMol25. Energies are from the ωB97M-V functional and the def2-TZVPD basis.

```
99
Properties=species:S:1:pos:R:3
C -2.90 -0.63 0.22
O -2.55 -2.01 0.32
H -3.91 -0.39 0.54
H -2.18 -0.04 0.79
H -2.72 -0.21 -0.77
H -2.92 -2.22 -0.54
C 3.92 -1.58 -1.79
O 3.60 -0.34 -1.24
H 4.48 -1.99 -0.95
H 2.97 -2.11 -1.81
H 4.57 -1.62 -2.67
H 4.42 0.15 -1.28
C -1.26 -2.75 3.60
O -1.05 -3.67 4.62
H -0.87 -1.85 4.08
H -0.48 -2.80 2.84
H -2.27 -2.67 3.19
H -1.48 -3.24 5.36
C 0.88 -0.92 0.22
O 0.90 0.34 -0.48
H 1.75 -0.98 0.87
H -0.06 -1.13 0.73
H 0.96 -1.70 -0.53
H 1.82 0.28 -0.74
C 4.93 -3.35 2.45
O 3.75 -2.71 2.06
H 5.01 -3.65 3.50
H 4.93 -4.31 1.94
H 5.70 -2.66 2.11
H 3.72 -1.92 2.61
C 1.43 1.52 -4.38
O 0.61 2.17 -3.41
H 1.80 0.56 -4.03
H 0.97 1.44 -5.36
H 2.35 2.09 -4.53
H 0.98 2.23 -2.53
C 1.89 4.77 -1.40
O 2.09 3.37 -1.30
H 1.35 5.14 -0.52
H 2.81 5.31 -1.19
H 1.30 4.99 -2.29
H 2.16 3.21 -0.35
C 2.87 -4.95 -1.32
O 2.55 -5.62 -2.52
H 2.09 -4.30 -0.91
H 3.17 -5.81 -0.72
H 3.73 -4.29 -1.48
H 2.13 -6.41 -2.16
C -1.51 2.84 0.03
O -2.22 2.85 1.25
P -3.81 3.14 1.14
O -4.60 2.22 0.26
O -4.37 3.20 2.69
C -4.60 1.93 3.23
O -3.96 4.71 0.75
C -5.14 5.14 0.17
H -1.94 3.57 -0.65
H -1.41 1.82 -0.33
H -0.46 3.10 0.12
H -5.13 1.21 2.61
H -5.18 1.85 4.15
H -3.65 1.50 3.55
H -5.67 4.31 -0.30
H -5.01 5.93 -0.57
H -5.92 5.59 0.78
C -2.75 -4.73 -4.78
O -3.75 -3.79 -4.28
P -3.35 -2.40 -3.56
O -3.65 -2.55 -2.10
O -4.14 -1.20 -4.29
C -5.54 -1.19 -4.04
O -1.83 -2.14 -4.03
C -1.06 -1.04 -3.58
H -2.91 -5.74 -4.41
H -1.68 -4.52 -4.66
H -2.89 -4.66 -5.86
H -5.74 -1.02 -2.98
H -6.05 -2.13 -4.26
H -6.02 -0.30 -4.43
H -0.44 -1.29 -2.71
H -1.70 -0.22 -3.27
H -0.31 -0.53 -4.19
C 0.29 1.30 3.25
O 1.51 1.66 2.70
P 2.91 1.08 3.27
O 2.99 -0.42 3.38
O 3.16 1.86 4.71
C 2.91 3.18 4.87
O 3.97 1.76 2.26
C 5.36 1.68 2.54
H 0.00 2.02 4.01
H 0.29 0.35 3.79
H -0.60 1.22 2.62
H 2.11 3.45 5.55
H 2.60 3.62 3.92
H 3.84 3.72 5.07
H 5.89 1.68 1.59
H 5.63 0.92 3.27
H 5.56 2.68 2.91
```

Output
Kohn-Sham gap (spin up / spin down)	1.70 / 9.52	eV
LUMO energy (spin up / spin down)	2.222 / 2.194	eV
charge	-1
multiplicity	2

# 7
Here is the ion C5H10NOS with charge +1 in a non-equilibrium geometry from OMol25. Energies are from the ωB97M-V functional and the def2-TZVPD basis.

```
18
Properties=species:S:1:pos:R:3
C 0.76 -0.11 -0.35
C 0.88 0.71 -1.36
C -0.14 -0.91 1.99
C -1.36 -1.48 1.16
C 2.02 1.70 -1.59
N -1.47 -0.45 0.09
O -1.31 -2.73 0.76
S 1.16 -1.23 0.69
H -0.03 0.95 -2.01
H -0.17 0.16 2.25
H 0.18 -1.52 2.84
H -2.26 -1.33 1.90
H 1.46 2.57 -1.72
H 2.56 1.18 -2.36
H 2.63 1.91 -0.81
H -1.93 0.37 0.50
H -1.69 -0.80 -0.83
H -1.90 -2.97 -0.03
```

Output
Kohn-Sham gap	8.77	eV
energy relative to the best compared isomer or geometry (same formula, charge and spin)	3.100	eV
LUMO energy	-4.544	eV
charge	+1

# 8
Here is a structure of composition C14H34CdN4O6 in a non-equilibrium geometry from OMol25. Energies are from the ωB97M-V functional and the def2-TZVPD basis.

```
59
Properties=species:S:1:pos:R:3
Cd -6.02 -1.05 -20.26
C -6.51 0.21 -17.16
O -6.22 -0.04 -18.48
H -6.85 -0.61 -16.53
H -5.65 0.63 -16.63
H -7.32 0.91 -16.99
C -3.91 -3.60 -19.91
O -5.13 -2.88 -19.77
H -4.06 -4.63 -20.26
H -3.34 -3.01 -20.62
H -3.32 -3.74 -19.00
C -1.97 1.05 -20.75
C -3.07 0.11 -21.31
O -4.11 -0.06 -20.76
N -2.88 -0.51 -22.47
C -1.67 -0.49 -23.33
H -0.91 0.81 -20.80
H -2.34 1.16 -19.73
H -2.10 1.97 -21.33
H -3.57 -1.21 -22.72
H -1.88 -0.06 -24.30
H -1.43 -1.52 -23.62
H -0.79 0.05 -22.97
C -8.54 2.23 -20.92
C -7.19 1.79 -21.53
O -6.90 0.62 -21.48
N -6.42 2.70 -22.24
C -5.31 2.29 -23.07
H -9.30 1.77 -21.55
H -8.51 3.32 -21.01
H -8.57 1.98 -19.86
H -6.77 3.61 -22.48
H -4.38 2.81 -22.84
H -5.49 2.56 -24.11
H -5.12 1.22 -22.98
C -7.98 -2.18 -23.94
C -6.84 -2.55 -23.02
O -5.97 -1.74 -22.64
N -6.65 -3.80 -22.57
C -7.24 -5.06 -23.14
H -7.61 -2.47 -24.92
H -8.07 -1.10 -23.81
H -8.88 -2.62 -23.52
H -5.81 -3.89 -22.00
H -6.58 -5.86 -22.83
H -7.03 -4.97 -24.21
H -8.26 -5.21 -22.79
C -10.14 -0.57 -19.52
C -9.36 -1.70 -20.04
O -8.13 -1.67 -20.17
N -10.12 -2.76 -20.37
C -9.64 -4.03 -20.73
H -11.08 -0.81 -19.03
H -10.40 0.21 -20.24
H -9.46 0.02 -18.90
H -11.12 -2.71 -20.43
H -10.12 -4.63 -19.95
H -8.58 -4.24 -20.64
H -10.05 -4.27 -21.71
```

Output
Kohn-Sham gap	6.62	eV
energy relative to the best compared isomer or geometry (same formula, charge and spin)	1.325	eV
LUMO energy	0.410	eV
charge	0

# 9
Here is a cluster of 2 separate species, C32H37N5O2S in total in a non-equilibrium geometry from OMol25. Energies are from the ωB97M-V functional and the def2-TZVPD basis.

```
77
Properties=species:S:1:pos:R:3
C 2.82 2.57 3.43
N 2.85 1.34 2.63
C 4.08 0.72 2.51
S 5.49 1.46 3.03
N 4.04 -0.56 1.98
C 5.34 -1.25 1.96
C 2.98 -1.03 1.17
O 3.14 -1.94 0.34
C 1.67 -0.39 1.36
C 0.59 -0.64 0.54
C -0.83 -0.48 1.01
C -1.44 0.70 0.60
C -2.59 1.21 1.17
C -3.36 0.32 1.99
N -4.61 0.69 2.40
C -5.25 1.86 1.81
C -4.28 3.01 1.67
C -3.05 2.59 0.86
C -5.53 -0.28 2.96
C -4.84 -1.28 3.87
C -3.59 -1.88 3.23
C -2.81 -0.94 2.36
C -1.56 -1.32 1.88
C 1.62 0.72 2.33
O 0.57 1.19 2.76
H 1.79 2.87 3.56
H 3.30 2.36 4.39
H 3.42 3.32 2.92
H 5.20 -2.30 1.69
H 6.02 -0.75 1.27
H 5.78 -1.16 2.96
H 0.77 -1.11 -0.44
H -0.86 1.21 -0.18
H -5.68 1.61 0.82
H -6.09 2.12 2.46
H -4.78 3.85 1.17
H -3.96 3.35 2.66
H -2.23 3.31 1.02
H -3.27 2.64 -0.22
H -6.29 0.29 3.52
H -6.05 -0.81 2.15
H -4.58 -0.80 4.82
H -5.56 -2.07 4.11
H -2.93 -2.26 4.02
H -3.87 -2.78 2.64
H -1.14 -2.28 2.17
C -1.00 -1.08 -2.48
C 0.25 -1.61 -3.09
C 1.46 -0.87 -3.06
N 1.48 0.42 -2.46
C 0.86 0.80 -1.27
N 1.02 2.14 -1.20
C 0.48 3.13 -0.26
C 1.76 2.58 -2.28
C 2.01 1.55 -3.07
C 2.51 -1.26 -3.92
C 3.76 -0.50 -4.15
C 2.37 -2.42 -4.69
C 1.26 -3.26 -4.59
C 1.23 -4.62 -5.24
C 0.16 -2.76 -3.88
H -1.67 -1.89 -2.18
H -0.80 -0.47 -1.59
H -1.57 -0.45 -3.20
H 0.14 2.72 0.69
H 1.30 3.81 -0.01
H -0.34 3.70 -0.72
H 2.05 3.60 -2.34
H 2.41 1.52 -4.06
H 4.56 -1.19 -4.39
H 3.71 0.16 -5.02
H 4.10 0.10 -3.31
H 3.18 -2.65 -5.40
H 0.22 -5.05 -5.22
H 1.56 -4.58 -6.29
H 1.89 -5.35 -4.74
H -0.81 -3.25 -3.97
```

Output
Kohn-Sham gap	7.12	eV
LUMO energy	0.142	eV
charge	0

# 10
Here is a structure of composition C25H48CeCl3N4O3SSi in a non-equilibrium geometry from OMol25. Energies are from the ωB97M-V functional and the def2-TZVPD basis.

```
86
Properties=species:S:1:pos:R:3
C 1.35 1.16 -4.58
C 1.14 -0.29 -4.79
H 2.35 1.35 -4.16
H 0.59 1.61 -3.92
H 1.28 1.69 -5.54
C 1.90 -0.97 -5.69
C 3.08 -0.40 -6.38
H 1.55 -1.91 -6.08
H 3.76 0.06 -5.66
H 2.84 0.39 -7.10
H 3.63 -1.22 -6.86
Ce -0.98 0.66 -1.34
Cl -1.17 3.18 -1.75
Cl -3.05 -0.14 -2.66
C -2.90 -1.11 0.61
O -1.80 -0.45 0.53
N -3.06 -2.10 1.50
C -1.97 -2.43 2.42
C -4.26 -2.94 1.44
H -3.70 -0.91 -0.10
H -1.63 -1.52 2.91
H -1.13 -2.89 1.89
H -2.36 -3.13 3.15
H -5.16 -2.31 1.37
H -4.30 -3.55 2.35
H -4.25 -3.62 0.57
H 2.56 4.16 2.33
H 3.58 1.28 0.01
C 2.74 3.13 2.68
C 3.58 1.35 1.11
N 2.46 2.17 1.60
H 2.09 2.94 3.54
C 1.22 2.04 1.09
O 0.91 1.29 0.15
H 3.54 0.34 1.55
H 0.45 2.64 1.63
H 3.78 3.02 2.99
H 4.50 1.82 1.45
O 0.12 -0.51 -2.62
C 0.05 -0.95 -3.98
C 1.01 -3.33 -4.37
C -0.09 -2.46 -4.28
H 2.02 -2.95 -4.18
C 0.84 -4.70 -4.64
H -0.92 -0.49 -4.26
C -1.39 -2.96 -4.50
H 1.70 -5.37 -4.71
C -0.47 -5.16 -4.89
C -1.56 -4.29 -4.83
H -2.24 -2.27 -4.37
H -0.60 -6.17 -5.23
H -2.57 -4.63 -5.08
Si 1.90 -2.40 -1.22
Cl 3.43 -1.24 -2.18
C 2.75 -3.97 -1.66
C 0.06 -3.18 -1.39
C 1.57 -1.66 0.43
H 2.04 -4.79 -1.67
H 3.44 -3.96 -0.79
H 3.30 -3.91 -2.60
H 1.94 -0.65 0.55
H 2.13 -2.39 1.04
H 0.51 -1.70 0.72
H 0.08 -4.01 -2.11
H -0.84 -2.58 -1.56
H -0.07 -3.63 -0.40
C -0.17 2.24 6.23
N -0.92 3.43 5.84
C -1.60 4.09 6.96
C -1.51 3.46 4.60
S -1.41 2.16 3.54
N -2.18 4.64 4.33
C -1.49 5.91 4.60
C -3.04 4.66 3.15
H 0.42 2.49 7.11
H 0.48 1.95 5.40
H -0.84 1.40 6.46
H -0.88 4.74 7.49
H -2.44 4.70 6.61
H -1.97 3.34 7.68
H -1.13 6.35 3.66
H -2.20 6.60 5.06
H -0.64 5.76 5.27
H -2.45 4.62 2.21
H -3.71 3.79 3.17
H -3.62 5.59 3.17
```

Output
Kohn-Sham gap (spin up / spin down)	7.18 / 7.96	eV
energy relative to the best compared isomer or geometry (same formula, charge and spin)	3.230	eV
LUMO energy (spin up / spin down)	0.199 / 0.199	eV
charge	0
multiplicity	2

# 11
Here is a structure of composition C3H2IrO2 in a non-equilibrium geometry from OMol25. Energies are from the ωB97M-V functional and the def2-TZVPD basis.

```
8
Properties=species:S:1:pos:R:3
O -1.08 0.91 0.51
C -0.10 0.20 0.01
C -2.30 -0.36 -0.14
O 1.06 0.48 -0.18
C -1.09 -0.85 0.32
Ir 2.48 0.17 -1.19
H -2.55 -0.50 -1.20
H -3.15 -0.36 0.56
```

Output
Kohn-Sham gap (spin up / spin down)	9.58 / 8.47	eV
energy relative to the best compared isomer or geometry (same formula, charge and spin)	4.449	eV
LUMO energy (spin up / spin down)	-17.314 / -18.449	eV
charge	+3
multiplicity	5